Version a
ORCA calculation (wB97M-V/def2-TZVPD) on a cluster of 2 separate species, CH3O3 in total.

Values from the calculation:
Orbital gap: 0.33555 Ha
HOMO energy: -4.5 eV

Geometry as ORCA input:
```
! RIJCOSX wB97M-V def2-TZVPD def2/J DEFGRID3
* xyz -1 1
C 1.3557 -0.0486 0.6418
H 2.0197 0.8405 0.8204
H -2.3912 0.3578 -0.6172
H -1.0435 -0.1575 -0.6612
O -1.8826 -0.0328 -1.3860
O 1.7926 -1.1723 0.8361
O 0.1494 0.2128 0.3662
*
```

Version b
ORCA calculation (wB97M-V/def2-TZVPD) on a cluster of 2 separate species, CH3O3 in total.

Values from the calculation:
Orbital gap: 0.32809 Ha
HOMO energy: -4.4 eV

Geometry as ORCA input:
```
! RIJCOSX wB97M-V def2-TZVPD def2/J DEFGRID3
* xyz -1 1
H -1.1531 -0.7819 -0.4273
H -1.4886 -1.4557 0.8803
O -1.8632 -1.4311 -0.1098
O -0.3111 0.5894 -0.5576
H 1.5719 0.8605 -1.0604
O 1.5815 0.4863 0.8763
C 0.9687 0.7034 -0.1773
*
```

Most stable: version a

Version a
ORCA calculation (wB97M-V/def2-TZVPD) on a cluster of 2 separate species, CO4S in total.

Values from the calculation:
Orbital gap: 0.40370 Ha
HOMO energy: -12.4 eV

Geometry as ORCA input:
```
! RIJCOSX wB97M-V def2-TZVPD def2/J DEFGRID3
* xyz 0 1
O 1.9108 -1.9574 -0.5293
S 2.2103 -0.5650 -0.6250
O -1.5995 1.7581 -0.1587
C -1.7348 0.7441 0.3377
O -1.9922 -0.1909 0.9348
O 1.2054 0.2112 0.0404
*
```

Version b
ORCA calculation (wB97M-V/def2-TZVPD) on a cluster of 2 separate species, CO4S in total.

Values from the calculation:
Orbital gap: 0.39743 Ha
HOMO energy: -12.0 eV

Geometry as ORCA input:
```
! RIJCOSX wB97M-V def2-TZVPD def2/J DEFGRID3
* xyz 0 1
O -0.9009 -0.8864 0.3823
C -1.7417 -0.2382 -0.1119
O 1.7887 -0.8565 -0.4085
S 2.2125 0.4041 0.1149
O -2.5609 0.3565 -0.6713
O 1.2023 1.2204 0.6945
*
```

Most stable: version b

Version a
ORCA calculation (wB97M-V/def2-TZVPD) on the molecule C5H8S.

Values from the calculation:
SMILES: C#CCCCS
Orbital gap: 0.36551 Ha
HOMO energy: -9.0 eV

Geometry as ORCA input:
```
! RIJCOSX wB97M-V def2-TZVPD def2/J DEFGRID3
* xyz 0 1
H 0.6952 -0.6810 -1.9500
H 0.0237 1.3717 -0.9067
C 1.4345 -0.8558 -0.1395
C -0.6643 0.5449 -0.4912
H -1.6272 0.5306 -1.1249
H -1.2980 -0.5516 1.1914
S -1.7185 1.5937 1.9462
C -0.7740 0.3962 0.9981
C 0.2159 -0.6515 -0.9760
H -2.3344 1.9014 0.7204
H 0.1990 0.2852 1.2851
H 3.6340 -1.3556 0.2987
H -0.3810 -1.5810 -0.9978
C 2.5950 -0.9473 0.1462
*
```

Version b
ORCA calculation (wB97M-V/def2-TZVPD) on the molecule C5H8S.

Values from the calculation:
SMILES: C=C[C@H]1S[C@@H]1C
Orbital gap: 0.36341 Ha
HOMO energy: -8.9 eV

Geometry as ORCA input:
```
! RIJCOSX wB97M-V def2-TZVPD def2/J DEFGRID3
* xyz 0 1
H -0.0797 -0.1306 1.5113
H 1.9850 1.0024 1.1549
H 2.9433 0.8157 -0.3887
H -3.4720 -0.3501 -0.2468
C 1.9385 0.9789 0.0459
H -1.4341 -1.7610 -0.7917
S 1.2341 -1.7567 0.0808
C -2.5085 -0.0379 0.0555
C -0.0894 -0.6170 0.4888
H 1.5913 1.9645 -0.3260
H -2.3283 0.8821 0.5036
C -1.4313 -0.8112 -0.1707
C 0.9997 -0.1508 -0.4298
H 0.6514 -0.0281 -1.4872
*
```

Most stable: version b

Version a
ORCA calculation (wB97M-V/def2-TZVPD) on the molecule C5H8S.

Values from the calculation:
SMILES: C1C[C@@H]2C[C@@H]2S1
Orbital gap: 0.34074 Ha
HOMO energy: -8.3 eV

Geometry as ORCA input:
```
! RIJCOSX wB97M-V def2-TZVPD def2/J DEFGRID3
* xyz 0 1
H -1.6666 0.0019 -1.2920
H 2.2398 1.2915 -0.0319
H -1.9415 -1.5515 0.6652
C -0.0936 -1.2377 -0.4467
H -0.3357 -2.0711 -1.0420
H -0.6546 -0.7934 1.6303
C 0.0644 1.2045 -0.2889
H 1.3527 0.7392 1.3815
H -0.4041 1.9434 0.3668
C 1.3880 0.7354 0.3132
H 0.3029 1.7177 -1.2508
S 1.6953 -1.0297 -0.1638
C -1.0274 -0.9305 0.6402
C -0.9195 -0.0197 -0.4812
*
```

Version b
ORCA calculation (wB97M-V/def2-TZVPD) on a structure of composition C5H8S.

Values from the calculation:
Orbital gap: 0.34120 Ha
HOMO energy: -8.3 eV

Geometry as ORCA input:
```
! RIJCOSX wB97M-V def2-TZVPD def2/J DEFGRID3
* xyz 0 1
C -1.0004 0.0091 -0.7495
C -0.6009 1.3676 -0.1868
C 0.8275 0.7194 -0.2320
H -0.9170 -1.9736 0.0932
H -0.6445 2.1860 -0.8664
H -0.9827 1.6500 0.8160
H 0.8222 -1.0347 -1.5788
H 1.7671 1.2546 -0.2370
S 0.7146 -0.5397 1.1032
C 0.3234 -0.0396 -1.4750
H 0.4185 0.6123 -2.3558
H -1.8812 -0.0617 -1.3885
H -1.6990 -0.7669 1.1771
C -0.9358 -0.9282 0.4249
*
```

Most stable: version b

Version a
ORCA calculation (wB97M-V/def2-TZVPD) on the molecule C5H8S.

Values from the calculation:
SMILES: C=C(C=S)CC
Orbital gap: 0.29202 Ha
HOMO energy: -8.7 eV

Geometry as ORCA input:
```
! RIJCOSX wB97M-V def2-TZVPD def2/J DEFGRID3
* xyz 0 1
C 1.5809 -0.6247 -0.5245
H -1.6623 2.0454 -0.5281
H 2.2310 -1.5405 -0.3038
C -0.7188 1.6412 -0.0909
H -1.3948 -1.6139 0.0591
H 2.2496 0.1911 -0.7998
S -3.2949 -0.3128 -0.0527
H 0.0549 2.4152 0.0588
H 0.9033 -0.9047 -1.3641
H 1.1930 0.3936 1.3817
H 0.4610 -1.2029 1.2451
C -1.6956 -0.5722 0.0543
C 0.7053 -0.2601 0.6965
C -0.6126 0.3453 0.1684
*
```

Version b
ORCA calculation (wB97M-V/def2-TZVPD) on a structure of composition C5H8S.

Values from the calculation:
Orbital gap: 0.30196 Ha
HOMO energy: -8.6 eV

Geometry as ORCA input:
```
! RIJCOSX wB97M-V def2-TZVPD def2/J DEFGRID3
* xyz 0 1
H -1.0145 1.3726 -0.1136
H 0.5805 -0.2035 1.8412
C 0.3998 0.0096 0.7672
H -1.7338 0.1062 1.0820
H -1.4226 -1.1907 -1.4668
C -1.0675 0.2126 0.3171
C 0.5422 -1.2076 -0.2658
S 1.5869 -1.6609 -1.3903
C 1.0965 1.2248 0.2280
H 2.2219 0.7686 0.2028
C -0.9641 -1.0284 -0.5518
H 0.5673 0.9508 -1.0095
H -1.6368 -1.8430 -0.1602
H 0.8441 2.4891 0.5198
*
```

Most stable: version a

Version a
ORCA calculation (wB97M-V/def2-TZVPD) on the molecule C5H8S.

Values from the calculation:
SMILES: C=C/C(C)=C\S
Orbital gap: 0.34695 Ha
HOMO energy: -8.5 eV

Geometry as ORCA input:
```
! RIJCOSX wB97M-V def2-TZVPD def2/J DEFGRID3
* xyz 0 1
H -0.5431 2.0119 -1.3676
H -2.6487 -0.0285 -0.2631
C 1.9108 -1.1291 0.4430
H -1.2745 2.3442 0.2085
H 2.8130 -1.1931 -0.1098
C -1.7102 -0.3737 -0.0178
S -1.6100 -2.1302 0.2495
C -0.6873 0.4484 -0.1416
C -0.4688 1.9157 -0.2593
H -0.3683 -2.0775 0.7546
H 1.7258 -1.9226 1.2945
H 1.4094 0.1932 -0.9659
C 0.9862 -0.2340 -0.0403
H 0.4656 2.1752 0.2153
*
```

Version b
ORCA calculation (wB97M-V/def2-TZVPD) on the molecule C5H8S.

Values from the calculation:
SMILES: C=CC/C=C\S
Orbital gap: 0.34070 Ha
HOMO energy: -8.5 eV

Geometry as ORCA input:
```
! RIJCOSX wB97M-V def2-TZVPD def2/J DEFGRID3
* xyz 0 1
S 2.6604 0.4434 -0.5122
H 3.7037 0.5418 0.3726
H 2.2893 -0.6695 1.4532
C 1.6539 -0.4999 0.5407
H -1.0879 -1.4730 -1.1754
C -1.4855 0.5223 -0.7000
H -2.5153 1.7834 0.7908
H -1.6490 0.4212 1.4292
C -0.4938 -0.6068 -0.9427
C 0.3934 -0.8515 0.3980
H 0.0180 -1.3059 1.3031
C -1.9122 0.9193 0.4759
H 0.0847 -0.2460 -1.7862
H -1.6597 1.0211 -1.6470
*
```

Most stable: version b

Version a
ORCA calculation (wB97M-V/def2-TZVPD) on a structure of composition C3H4NdO3.

Values from the calculation:
Orbital gap (alpha / beta): 0.19185 / 0.25838 Ha
HOMO energy (alpha / beta): -23.0 / -23.1 eV

Geometry as ORCA input:
```
! RIJCOSX wB97M-V def2-TZVPD def2/J DEFGRID3
* xyz 3 4
Nd -1.7187 -0.3305 1.6948
C 1.3513 -0.6773 1.0170
H 0.7646 -0.3493 -1.6671
O 0.3448 -0.0747 0.3896
O -1.9562 0.5135 -0.4885
H -1.0617 1.4446 -2.1393
H 1.2660 -1.7772 2.5896
C 0.3669 0.4305 -1.0011
C -1.0722 0.6824 -1.3060
H 0.9954 1.3206 -1.1442
O 0.7197 -1.1827 2.0554
*
```

Version b
ORCA calculation (wB97M-V/def2-TZVPD) on a structure of composition C3H4NdO3.

Values from the calculation:
Orbital gap (alpha / beta): 0.17668 / 0.32666 Ha
HOMO energy (alpha / beta): -23.2 / -23.7 eV

Geometry as ORCA input:
```
! RIJCOSX wB97M-V def2-TZVPD def2/J DEFGRID3
* xyz 3 4
H 0.2937 1.2526 -0.1942
O -0.1583 -1.0584 0.6218
C 0.6473 -1.0633 -0.4995
O 1.1781 0.0071 -0.9151
Nd 2.5211 -1.4726 -2.8618
O 0.6254 -2.0779 -1.2002
H -0.9498 1.9968 1.4113
H -1.4762 1.3927 -0.2042
C -0.8006 -0.0329 1.1113
C -0.7324 1.2837 0.6001
H -1.1483 -0.2278 2.1305
*
```

Most stable: version b

Version a
ORCA calculation (wB97M-V/def2-TZVPD) on a cluster of 2 separate species, C3H8O2S2 in total.

Values from the calculation:
SMILES: O=CCCSS.O
Orbital gap: 0.34472 Ha
HOMO energy: -8.8 eV

Geometry as ORCA input:
```
! RIJCOSX wB97M-V def2-TZVPD def2/J DEFGRID3
* xyz 0 1
H 1.2771 -0.1521 -0.6377
C -1.0412 -0.8028 0.4524
O 0.5729 -1.5326 2.8638
H 1.4516 -1.9377 2.9929
S 0.6906 1.2666 -3.2414
C 0.7273 0.7293 -0.3255
H -1.5848 -0.7410 1.4040
H -1.4178 1.2795 0.0430
H 0.0929 -2.2302 2.4110
H -1.0446 0.3073 -1.3796
H 0.9658 0.9913 0.7046
C -0.8210 0.4471 -0.3200
O -0.6412 -1.8721 0.0633
H -0.3094 2.1226 -3.5639
S 1.0816 2.1249 -1.4670
*
```

Version b
ORCA calculation (wB97M-V/def2-TZVPD) on a cluster of 2 separate species, C3H8O2S2 in total.

Values from the calculation:
SMILES: O=[S@H](O)=S.C=CC
Orbital gap: 0.36358 Ha
HOMO energy: -9.6 eV

Geometry as ORCA input:
```
! RIJCOSX wB97M-V def2-TZVPD def2/J DEFGRID3
* xyz 0 1
H -0.3290 -0.2346 -1.9068
S 2.3988 1.5463 -0.4188
H -0.6601 0.7644 1.6693
S 2.2705 -0.2451 0.0951
C -0.9512 0.3300 -1.1711
H -2.4935 0.0340 1.6675
H 3.8583 -1.6919 0.8090
O 3.6562 -1.1070 0.0973
C -1.0586 -0.2343 -0.0136
O 1.5288 -0.6429 1.2469
C -1.6471 0.4909 1.1689
H -1.7693 1.5233 0.7371
H -0.6094 -1.1699 0.0307
H -1.3865 1.2921 -1.3578
H 1.8432 -1.0323 -1.0433
*
```

Most stable: version a